Record 1
{"formula": "C27H49HfNP2", "method": "ωB97M-V/def2-TZVPD", "species": ["P", "P", "C", "C", "H", "H", "H", "H", "C", "H", "H", "H", "C", "H", "H", "H", "C", "H", "H", "H", "C", "H", "H", "H", "Hf", "C", "C", "C", "C", "C", "C", "C", "C", "C", "H", "H", "H", "H", "H", "H", "H", "H", "H", "H", "H", "H", "H", "H", "H", "C", "C", "C", "C", "C", "C", "C", "C", "N", "C", "C", "C", "C", "H", "H", "H", "H", "H", "H", "H", "H", "H", "H", "H", "H", "H", "H", "H", "H", "H", "H"], "xyz": [[0.484, -2.325, -0.414], [0.319, 0.855, -0.351], [0.213, -1.426, -2.011], [0.708, 0.022, -1.971], [-0.866, -1.470, -2.220], [0.723, -2.000, -2.799], [1.802, 0.076, -2.093], [0.257, 0.612, -2.785], [-1.330, 1.559, -0.715], [-1.641, 2.217, 0.107], [-2.081, 0.763, -0.809], [-1.308, 2.140, -1.649], [1.400, 2.311, -0.307], [1.322, 2.893, -1.237], [2.439, 1.994, -0.164], [1.128, 2.950, 0.544], [-0.538, -3.812, -0.529], [-0.268, -4.496, 0.282], [-0.366, -4.292, -1.503], [-1.596, -3.545, -0.415], [2.155, -2.994, -0.690], [2.911, -2.201, -0.665], [2.185, -3.501, -1.663], [2.393, -3.710, 0.106], [0.220, -0.874, 1.658], [0.930, 0.922, -5.860], [-0.382, 0.978, -5.600], [-1.471, 0.179, -6.258], [-1.046, -1.153, -6.916], [-0.365, -2.124, -5.994], [0.940, -2.200, -5.687], [2.050, -1.357, -6.244], [1.648, 0.018, -6.824], [0.545, -2.631, 2.906], [1.589, 1.646, -5.362], [-0.746, 1.752, -4.914], [-1.967, 0.794, -7.030], [-2.250, -0.032, -5.508], [-1.974, -1.640, -7.258], [-0.464, -0.941, -7.820], [-1.039, -2.880, -5.572], [1.277, -3.021, -5.046], [2.576, -1.917, -7.038], [2.800, -1.199, -5.453], [2.587, 0.526, -7.098], [1.099, -0.130, -7.760], [1.256, -2.353, 3.705], [0.965, -3.503, 2.385], [-0.362, -2.975, 3.442], [1.526, 1.704, 7.294], [1.062, 1.899, 5.879], [1.330, 3.108, 5.228], [0.883, 3.365, 3.928], [1.200, 4.671, 3.259], [0.137, 2.386, 3.274], [-0.098, 1.153, 3.891], [0.367, 0.902, 5.191], [-0.824, 0.172, 3.141], [-2.191, -0.185, 3.541], [-2.150, -1.020, 4.817], [-2.982, 1.099, 3.808], [-2.793, -1.009, 2.411], [2.616, 1.831, 7.366], [1.077, 2.452, 7.965], [1.272, 0.709, 7.675], [1.916, 3.875, 5.754], [0.756, 5.508, 3.815], [2.284, 4.846, 3.223], [0.815, 4.698, 2.234], [-0.278, 2.551, 2.269], [0.211, -0.077, 5.645], [-1.752, -0.441, 5.655], [-3.174, -1.321, 5.067], [-1.545, -1.928, 4.699], [-3.013, 1.755, 2.933], [-4.010, 0.820, 4.058], [-2.566, 1.657, 4.655], [-2.855, -0.448, 1.464], [-2.263, -1.973, 2.257], [-3.820, -1.264, 2.703]], "forces_ev_per_angstrom": [[-0.3, -1.5, -2.6], [0.1, 1.0, -2.2], [-0.4, -0.1, 0.2], [0.3, 0.2, 0.3], [0.2, 0.1, 0.0], [-0.3, 0.2, 0.1], [-0.3, -0.1, 0.0], [0.2, -0.2, 0.2], [-0.4, 0.0, 0.5], [0.0, -0.2, -0.2], [0.1, 0.2, 0.0], [0.2, -0.2, 0.3], [0.3, 0.2, 0.2], [0.0, -0.2, 0.2], [-0.2, 0.1, -0.1], [0.1, -0.2, -0.2], [-0.3, -0.1, 0.0], [0.0, 0.1, -0.2], [-0.1, 0.1, 0.3], [0.2, -0.2, -0.1], [0.5, 0.1, 0.7], [-0.1, -0.1, -0.1], [-0.1, 0.2, 0.2], [0.0, 0.1, -0.2], [-1.4, 3.0, 5.4], [-0.2, 0.3, 0.3], [0.3, 0.2, -0.2], [-0.2, -0.3, 0.0], [-0.6, 0.1, -0.3], [0.5, -0.3, 0.4], [-0.6, -0.2, -0.3], [0.2, 0.3, 0.0], [0.5, -0.1, -0.3], [0.4, -1.0, -0.2], [-0.3, -0.3, 0.0], [0.2, -0.2, -0.1], [0.2, -0.1, 0.3], [0.1, 0.0, -0.1], [0.3, 0.2, 0.0], [-0.3, -0.3, 0.3], [0.3, 0.2, 0.0], [-0.2, 0.1, -0.1], [-0.2, 0.1, 0.3], [-0.1, 0.0, -0.1], [-0.3, -0.2, 0.0], [0.3, 0.2, 0.3], [0.0, 0.0, -0.1], [0.1, 0.0, 0.4], [0.4, 0.2, -0.4], [0.2, -0.1, 0.3], [-0.1, 0.0, -0.1], [-0.1, 0.1, -0.2], [0.2, 0.0, 0.2], [0.1, 0.3, 0.0], [0.3, -0.1, -0.2], [0.1, -0.4, -0.3], [0.2, 0.1, -0.1], [0.8, -1.4, -2.0], [0.2, 0.6, 0.5], [-0.4, -0.3, 0.2], [-0.5, -0.2, -0.1], [-0.1, 0.1, 0.0], [-0.3, -0.1, 0.0], [0.1, -0.2, -0.2], [0.0, 0.2, -0.1], [-0.3, -0.3, -0.2], [0.1, -0.2, -0.2], [-0.3, -0.1, 0.0], [0.0, 0.1, 0.2], [0.1, 0.0, 0.5], [0.1, 0.4, -0.1], [-0.2, -0.1, -0.2], [0.2, 0.0, 0.1], [-0.2, 0.2, 0.0], [0.1, -0.1, 0.1], [0.1, 0.2, 0.0], [-0.1, -0.2, -0.2], [0.0, 0.0, 0.1], [-0.1, 0.1, 0.1], [0.2, -0.2, -0.3]], "homo_lumo_gap_ev": 5.40, "molar_mass_g_mol": 628.13, "multiplicity": 1, "lumo_ha": -0.2872, "charge": 2}


Record 2
{"formula": "C27H49HgNP2", "method": "ωB97M-V/def2-TZVPD", "species": ["P", "P", "C", "C", "H", "H", "H", "H", "C", "H", "H", "H", "C", "H", "H", "H", "C", "H", "H", "H", "C", "H", "H", "H", "Hg", "C", "C", "C", "C", "C", "C", "C", "C", "C", "H", "H", "H", "H", "H", "H", "H", "H", "H", "H", "H", "H", "H", "H", "H", "C", "C", "C", "C", "C", "C", "C", "C", "N", "C", "C", "C", "C", "H", "H", "H", "H", "H", "H", "H", "H", "H", "H", "H", "H", "H", "H", "H", "H", "H", "H"], "xyz": [[1.671, -0.464, -2.550], [-0.973, -0.787, 0.335], [0.991, -1.875, -1.547], [-0.472, -1.880, -1.048], [1.695, -2.123, -0.734], [1.055, -2.650, -2.309], [-1.181, -1.773, -1.884], [-0.666, -2.837, -0.565], [-0.248, -1.355, 1.878], [-0.391, -0.567, 2.634], [0.831, -1.547, 1.772], [-0.760, -2.273, 2.198], [-2.748, -0.605, 0.364], [-3.182, -1.494, 0.848], [-3.141, -0.507, -0.660], [-3.011, 0.298, 0.937], [3.480, -0.533, -2.562], [3.837, 0.446, -2.926], [3.852, -1.326, -3.231], [3.873, -0.688, -1.544], [0.949, -0.594, -4.210], [-0.149, -0.643, -4.160], [1.334, -1.468, -4.756], [1.227, 0.323, -4.752], [0.357, 0.862, -0.708], [-1.032, -4.841, -1.182], [-0.146, -4.843, -0.164], [1.054, -5.734, -0.112], [1.862, -5.875, -1.431], [1.889, -4.665, -2.302], [1.020, -4.424, -3.307], [-0.190, -5.260, -3.590], [-0.983, -5.765, -2.355], [0.981, 2.766, -1.391], [-1.953, -4.253, -1.138], [-0.355, -4.326, 0.779], [0.750, -6.745, 0.209], [1.732, -5.364, 0.671], [2.901, -6.102, -1.140], [1.492, -6.748, -1.985], [2.759, -4.022, -2.140], [1.236, -3.680, -4.082], [0.089, -6.137, -4.201], [-0.877, -4.673, -4.220], [-2.021, -5.916, -2.691], [-0.601, -6.750, -2.059], [0.211, 3.493, -1.105], [1.082, 2.655, -2.480], [1.938, 2.979, -0.901], [-2.447, 6.875, 1.197], [-2.270, 5.426, 1.552], [-3.340, 4.703, 2.093], [-3.202, 3.358, 2.445], [-4.376, 2.621, 3.029], [-1.976, 2.734, 2.267], [-0.829, 3.428, 1.752], [-1.050, 4.787, 1.363], [0.348, 2.769, 1.604], [1.520, 3.131, 2.420], [2.028, 4.538, 2.117], [1.200, 3.053, 3.918], [2.632, 2.134, 2.096], [-3.305, 7.016, 0.525], [-2.635, 7.491, 2.089], [-1.556, 7.266, 0.700], [-4.305, 5.200, 2.231], [-4.658, 3.027, 4.010], [-5.259, 2.709, 2.383], [-4.152, 1.559, 3.159], [-1.839, 1.685, 2.557], [-0.224, 5.335, 0.900], [1.315, 5.301, 2.451], [2.973, 4.703, 2.652], [2.208, 4.670, 1.044], [0.785, 2.073, 4.176], [2.120, 3.212, 4.498], [0.475, 3.826, 4.208], [2.307, 1.105, 2.290], [3.506, 2.346, 2.724], [2.937, 2.207, 1.046]], "forces_ev_per_angstrom": [[-0.9, 1.2, 1.5], [1.9, 1.7, -1.5], [0.2, -0.5, -0.9], [-0.5, -0.9, 0.6], [-0.2, 0.1, -0.3], [-0.2, -0.1, 1.0], [0.1, 0.1, 0.3], [0.3, 0.2, -1.0], [-0.5, -0.6, 0.5], [0.1, -0.2, -0.3], [-0.4, 0.2, -0.1], [0.2, 0.1, 0.2], [-0.6, -0.4, 0.4], [-0.2, 0.3, -0.2], [0.3, 0.0, 0.4], [0.1, -0.3, -0.2], [0.4, -0.6, -0.7], [-0.1, -0.5, 0.2], [0.2, 0.2, 0.3], [-0.3, 0.1, -0.4], [0.5, -0.4, -0.5], [0.4, 0.0, 0.1], [-0.2, 0.2, -0.1], [-0.1, -0.3, 0.1], [-0.7, 3.4, 1.5], [0.1, -0.6, 1.2], [-1.2, -0.9, -0.5], [0.5, -0.2, 0.2], [0.0, -0.5, 0.5], [-0.1, -0.2, -1.5], [1.3, -1.0, 0.3], [-0.4, -0.1, -0.3], [0.0, -0.3, -0.6], [-0.3, 0.0, -0.5], [0.4, 0.1, 0.2], [0.0, 0.2, -0.5], [0.1, 0.3, 0.0], [-0.2, -0.1, -0.2], [-0.3, 0.0, -0.2], [0.1, 0.3, 0.0], [-0.3, 0.0, -0.3], [0.0, 0.1, 0.6], [-0.1, 0.2, 0.1], [0.2, -0.1, 0.1], [0.3, -0.1, 0.1], [-0.1, 0.2, 0.0], [0.5, -0.1, -0.1], [0.1, 0.4, 0.2], [-0.3, 0.1, -0.2], [-0.1, 0.3, -0.1], [0.0, -0.5, 0.2], [-0.2, 0.2, 0.0], [0.1, 0.2, -0.2], [-0.3, 0.0, 0.1], [0.3, 0.2, -0.3], [-0.3, 0.0, 0.1], [0.0, -0.1, 0.2], [0.6, -1.0, 0.5], [-1.1, 0.0, -0.8], [0.5, 0.3, 0.2], [0.2, 0.1, 0.2], [0.1, 0.0, 0.1], [0.2, 0.0, 0.1], [0.1, -0.2, -0.2], [-0.1, 0.0, 0.0], [0.2, -0.1, 0.0], [0.1, -0.1, -0.2], [0.1, 0.0, 0.1], [0.0, 0.0, 0.0], [0.0, 0.3, 0.0], [-0.3, -0.2, 0.2], [0.1, -0.2, -0.1], [0.0, 0.2, -0.1], [-0.1, -0.1, 0.1], [0.0, 0.1, -0.1], [-0.2, 0.0, 0.1], [0.1, -0.2, -0.1], [-0.1, 0.1, 0.0], [0.0, -0.1, -0.1], [-0.1, 0.0, 0.1]], "homo_lumo_gap_ev": 5.00, "molar_mass_g_mol": 650.23, "multiplicity": 1, "lumo_ha": 0.0024, "charge": 0}


Ordered DFT total energy results: -50152.4552, -53030.6529; unit eV.